(1)
The following is a DFT calculation (ωB97M-V/def2-TZVPD) of C43H40Br2IrN10OPSe2 as an isolated structure at a distorted geometry.

CARTESIAN COORDINATES (ANGSTROEM)
Ir  -0.26691  0.43431  -0.38433
Br  -0.17260  -1.12393  6.15263
C  0.00757  -0.83165  4.31613
C  -0.15109  -1.87089  3.42114
C  -0.07024  -1.57841  2.07217
N  0.20661  -0.36347  1.60345
C  0.45487  0.62260  2.48835
C  0.32978  0.43381  3.84888
C  1.05623  1.82770  1.88879
C  1.44544  2.92591  2.62999
C  2.17489  3.91776  2.00401
Br  2.65167  5.46139  2.93914
C  2.57418  3.74233  0.68861
C  2.11841  2.62676  0.01871
N  1.32313  1.70466  0.57797
H  -0.34443  -2.88071  3.75207
H  -0.20782  -2.34840  1.33631
H  0.51859  1.23786  4.54344
H  1.18633  3.01935  3.67303
H  3.22012  4.45398  0.19569
H  2.41851  2.45104  -1.00132
C  -5.80138  2.76531  -0.16092
N  -4.38970  2.60308  0.13156
C  -3.70944  3.26552  1.22683
C  -2.28429  2.77133  1.03295
O  -1.34313  3.05473  1.73819
N  -2.23418  1.96130  -0.08400
C  -3.49899  1.86965  -0.53758
N  -3.79667  1.11988  -1.59610
H  -6.08133  3.80315  0.01085
H  -6.41708  2.12473  0.47070
H  -6.00103  2.53941  -1.20659
H  -4.10596  2.95988  2.19610
H  -3.75595  4.35382  1.15360
H  -3.14760  0.35106  -1.71377
H  -4.76332  0.90395  -1.78845
C  0.34100  -4.57718  -2.78612
N  -0.31482  -3.44195  -3.42620
C  -1.17405  -3.58636  -4.49378
C  -1.57497  -2.35205  -4.84503
N  -0.93697  -1.46839  -4.00195
C  -1.02449  -0.02904  -4.13753
C  -0.20064  -2.13890  -3.09322
Se  0.94774  -1.47473  -1.75208
H  0.52152  -5.33643  -3.54293
H  -0.29185  -4.98132  -2.01058
H  1.28943  -4.25960  -2.36294
H  -1.39205  -4.54634  -4.92597
H  -2.20677  -2.02334  -5.65031
H  -1.43323  0.19943  -5.11887
H  -0.02889  0.38445  -4.06131
H  -1.64027  0.40694  -3.36726
N  -1.71004  -0.89329  -0.51352
P  -2.76712  -1.83778  0.13264
C  -4.26306  -1.86471  -0.88870
C  -4.15615  -2.37039  -2.18464
C  -5.23950  -2.31441  -3.04719
C  -6.44439  -1.76772  -2.61400
C  -6.56381  -1.28791  -1.31725
C  -5.47239  -1.32995  -0.45466
C  -3.38650  -1.41946  1.79852
C  -3.26207  -0.09968  2.21563
C  -3.77570  0.31707  3.43554
C  -4.42170  -0.59299  4.25911
C  -4.53474  -1.91935  3.86489
C  -4.02202  -2.33247  2.64312
C  -2.39126  -3.61400  0.27942
C  -3.44669  -4.52394  0.41757
C  -3.19971  -5.85599  0.70819
C  -1.89364  -6.30041  0.86474
C  -0.84050  -5.41988  0.68009
C  -1.08775  -4.08508  0.37223
H  -3.22118  -2.81008  -2.51443
H  -5.15617  -2.70675  -4.05267
H  -7.29349  -1.73536  -3.28395
H  -7.50972  -0.88971  -0.97294
H  -5.56437  -0.95335  0.55715
H  -2.72866  0.58652  1.58203
H  -3.65401  1.34707  3.74982
H  -4.82343  -0.27492  5.21210
H  -5.02209  -2.63567  4.51300
H  -4.11464  -3.37091  2.36226
H  -4.46920  -4.19132  0.28448
H  -4.02479  -6.54663  0.82010
H  -1.69956  -7.33511  1.11388
H  0.17972  -5.77288  0.76614
H  -0.26376  -3.41423  0.16993
Se  -0.87047  3.58166  -1.46767
N  0.04022  2.07820  -1.87063
C  0.92143  2.39963  -2.84127
C  1.94484  1.58791  -3.42237
C  2.73138  2.11089  -4.39687
C  2.59900  3.45809  -4.86512
C  1.68759  4.28504  -4.31745
C  0.83918  3.78370  -3.27682
N  -0.03789  4.54383  -2.65137
H  2.10206  0.59167  -3.07376
H  3.50175  1.48755  -4.83287
H  3.25578  3.81290  -5.64737
H  1.58092  5.31591  -4.62422

Calculated values
* LUMO energy (spin up / spin down): -5.692 / -5.691 eV
* HOMO level (spin up / spin down): -12.2 / -12.2 eV
* M: 1253.78 g/mol
* total charge: +2
* E_tot: -345081.904 eV

Mulliken population analysis, charges in e, atoms 1 to 2: 2.506 -0.080

=====

(2)
The following is a DFT calculation (ωB97M-V/def2-TZVPD) of C10H13INO4 as an isolated structure at a distorted geometry.

CARTESIAN COORDINATES (ANGSTROEM)
O  5.81989  -3.42964  -1.53730
C  5.31082  -2.19294  -1.40706
O  6.16552  -0.95953  -1.38105
I  5.34104  0.15917  -2.90175
C  3.66968  -1.88294  -1.31816
C  2.58236  -2.49299  -2.43300
C  1.00078  -2.05491  -2.20519
N  0.55855  -1.12702  -1.05431
C  1.54765  -0.55217  -0.02341
C  3.15759  -0.89172  -0.07826
H  2.95828  -3.19305  -3.31314
H  0.22693  -2.49080  -2.97987
H  -0.46338  -0.89163  -1.01189
H  1.11397  0.14316  0.83104
H  3.89761  -0.42811  0.70064
O  -2.91146  0.42800  -1.11935
C  -2.84632  1.03236  -0.05093
O  -2.80022  0.35269  1.11633
C  -2.53398  0.94888  2.39931
C  -3.80632  1.49968  3.01248
C  -2.91406  2.53061  -0.01604
H  -1.74023  1.69833  2.32800
H  -2.14600  0.14775  3.03772
H  -4.23899  2.29344  2.39771
H  -3.61078  1.90218  4.01030
H  -4.56379  0.71303  3.09101
H  -3.95975  2.84377  -0.05264
H  -2.38761  2.92169  -0.89321
H  -2.42778  2.97271  0.85202

Calculated values
* LUMO energy: -5.789 eV
* HOMO level: -13.2 eV
* M: 338.12 g/mol
* total charge: +1
* E_tot: -28344.896 eV

Mulliken population analysis, charges in e, atoms 1 to 2: -0.412 0.529

=====

(3)
The following is a DFT calculation (ωB97M-V/def2-TZVPD) of C4H11N2 as an isolated structure at a distorted geometry.

CARTESIAN COORDINATES (ANGSTROEM)
C  1.20061  1.00504  0.63848
C  -0.01545  0.02936  -0.67306
C  -3.05068  -0.07695  -0.37607
C  2.05675  -1.18723  -0.10336
N  0.22397  1.27211  -0.34638
N  0.91275  -0.38670  0.40075
H  2.25874  1.11915  0.37153
H  1.07160  1.60311  1.61319
H  -2.13660  0.33738  -0.65047
H  -2.73231  -1.19286  -0.14194
H  -3.86719  -0.09908  -1.07968
H  -3.51035  0.41139  0.52858
H  1.81248  -2.22713  -0.34940
H  2.54749  -0.72134  -0.99629
H  2.76505  -1.12283  0.76051
H  0.00023  2.17996  -0.69329
H  0.46290  -0.94338  1.09691

Calculated values
* LUMO energy: -3.976 eV
* HOMO level: -14.5 eV
* M: 87.15 g/mol
* total charge: +1
* E_tot: -7295.746 eV

Mulliken population analysis, charges in e, atoms 1 to 2: -0.313 -0.475

=====

(4)
The following is a DFT calculation (ωB97M-V/def2-TZVPD) of an isolated molecule of C4H10 at a distorted geometry.

CARTESIAN COORDINATES (ANGSTROEM)
C  0.66139  -1.87908  -0.12456
C  0.54828  -0.37332  -0.15472
C  -0.72735  0.31263  0.28921
C  -0.61175  1.85844  0.12235
H  0.57492  -2.32136  0.87305
H  1.69364  -2.12074  -0.35797
H  0.09182  -2.47451  -0.83569
H  0.77871  -0.06497  -1.17241
H  1.40378  0.14108  0.30043
H  -1.51737  0.10717  -0.40966
H  -1.03837  0.11251  1.31056
H  -1.62219  2.22820  0.10889
H  -0.13379  2.04293  -0.84077
H  -0.10173  2.43103  0.89128

Calculated values
* LUMO energy: 1.296 eV
* HOMO level: -11.1 eV
* M: 58.12 g/mol
* structure (SMILES): CCCC
* E_tot: -4309.858 eV

Mulliken population analysis, charges in e, atoms 1 to 2: -1.255 -0.515